The following is a DFT calculation (ωB97M-V/def2-TZVPD) of a 6-piece molecular cluster, C29H65N5O6P overall.

Properties
2S+1: 1
Electronic energy, hartree: -2210.56406
F_max, eV Å⁻¹: 0.53
LUMO level, eV: 1.802
Charge: -1

Last column: Mulliken charge in e.
Cartesian coordinates (Å):
C  1.28  0.94  -2.95  -1.564
C  1.88  0.53  -1.60  0.653
P  2.99  -0.94  -1.72  -0.309
C  3.33  -1.44  -0.05  -1.197
C  2.30  -1.38  1.08  0.719
C  2.97  -1.12  2.45  -0.949
C  2.36  -0.05  3.37  -0.989
C  1.89  1.24  2.70  -0.561
C  2.86  1.82  1.66  0.534
C  4.10  2.47  2.27  -0.796
C  5.28  2.52  1.29  -0.738
C  6.07  1.23  1.26  -0.072
O  6.98  1.19  0.18  -0.308
C  6.49  0.49  -0.95  -0.661
C  1.70  -2.11  -2.47  -0.974
C  0.36  -2.24  -1.73  -0.242
H  1.09  2.02  -2.98  0.408
H  1.94  0.71  -3.78  0.461
H  0.34  0.42  -3.11  0.161
H  2.50  1.33  -1.20  0.353
H  1.06  0.37  -0.89  -0.447
H  3.68  -2.48  -0.16  0.341
H  1.55  -0.61  0.88  -0.774
H  1.73  -2.33  1.18  0.813
H  2.97  -2.06  3.02  0.486
H  4.02  -0.89  2.26  0.110
H  1.53  -0.47  3.96  0.503
H  3.13  0.22  4.11  0.524
H  0.92  1.09  2.22  -0.141
H  1.73  1.99  3.48  0.524
H  3.16  1.05  0.94  -0.721
H  2.31  2.58  1.09  0.562
H  4.39  1.92  3.17  0.228
H  3.86  3.49  2.58  0.385
H  5.93  3.36  1.56  0.358
H  4.91  2.70  0.28  0.197
H  6.66  1.12  2.18  0.296
H  5.37  0.38  1.21  -0.052
H  7.32  0.40  -1.65  0.276
H  6.11  -0.50  -0.70  0.320
H  5.67  1.02  -1.46  0.232
H  1.54  -1.79  -3.51  0.400
H  2.22  -3.07  -2.52  0.588
H  -0.44  -1.70  -2.23  0.151
H  0.03  -3.28  -1.63  0.395
H  0.44  -1.84  -0.72  -0.306
C  -2.69  2.73  0.01  -1.091
C  -2.27  1.97  -1.22  0.615
O  -1.51  1.02  -1.16  -0.483
N  -2.78  2.37  -2.42  -0.162
C  -3.71  3.45  -2.67  -0.923
H  -2.19  2.27  0.86  0.150
H  -2.38  3.78  -0.06  0.438
H  -3.77  2.71  0.15  0.142
H  -2.43  1.84  -3.20  0.256
H  -4.62  3.09  -3.15  0.277
H  -3.27  4.22  -3.31  0.306
H  -4.00  3.91  -1.73  0.348
C  -7.38  1.80  1.69  -1.338
C  -6.74  1.73  0.32  0.848
O  -6.33  2.74  -0.25  -0.671
N  -6.64  0.51  -0.25  -0.034
C  -7.08  -0.77  0.28  -0.874
H  -7.38  2.84  2.00  0.320
H  -8.40  1.42  1.67  0.382
H  -6.80  1.20  2.41  0.317
H  -6.18  0.52  -1.15  0.210
H  -6.22  -1.43  0.42  0.162
H  -7.80  -1.23  -0.39  0.429
H  -7.56  -0.63  1.25  0.240
C  -10.92  -3.00  2.45  -1.339
C  -10.30  -3.15  1.08  0.809
O  -9.95  -2.18  0.42  -0.626
N  -10.14  -4.41  0.59  -0.158
C  -10.48  -5.67  1.23  -0.840
H  -10.97  -1.94  2.67  0.282
H  -11.93  -3.43  2.48  0.391
H  -10.32  -3.51  3.21  0.370
H  -9.72  -4.44  -0.32  0.226
H  -9.60  -6.29  1.37  0.287
H  -11.21  -6.23  0.63  0.288
H  -10.92  -5.48  2.20  0.307
C  10.27  1.57  -2.12  -1.192
C  9.84  1.62  -3.56  0.777
O  8.70  1.88  -3.90  -0.623
N  10.80  1.37  -4.51  -0.162
C  12.19  1.05  -4.31  -0.797
H  9.41  1.78  -1.48  0.163
H  10.67  0.59  -1.86  0.350
H  11.05  2.32  -1.93  0.428
H  10.44  1.41  -5.45  0.227
H  12.84  1.79  -4.78  0.272
H  12.44  0.06  -4.72  0.272
H  12.41  1.03  -3.25  0.301
C  -2.81  -1.50  0.46  -0.509
C  -3.18  -1.31  1.91  0.593
O  -4.34  -1.13  2.26  -0.731
N  -2.16  -1.32  2.80  -0.048
C  -0.74  -1.48  2.53  0.079
H  -3.71  -1.43  -0.14  0.108
H  -2.12  -0.70  0.15  -0.098
H  -2.33  -2.46  0.28  0.456
H  -2.46  -1.19  3.76  0.258
H  -0.34  -2.35  3.04  0.216
H  -0.18  -0.60  2.86  0.005
H  -0.57  -1.59  1.47  -0.385